# 1
# C31H52AsN2O9P2S4Sm

A molecular structure, C31H52AsN2O9P2S4Sm (wB97M-V/def2-TZVPD, the OMol25 dataset).

ORCA input file:
```
! wB97M-V def2-TZVPD RIJCOSX def2/J DEFGRID3
* xyz -2 6
Sm 1.063 0.715 0.320
S -8.671 7.091 -2.037
As -6.679 6.859 -1.493
S 1.284 2.967 -1.678
S 1.829 3.824 0.080
S -6.133 4.828 -1.543
O 4.446 2.383 0.386
N 3.434 2.177 -0.003
N 2.324 -1.171 0.806
O 0.982 -1.376 0.973
C 3.214 -2.246 0.748
C 2.768 -3.543 1.045
C 3.673 -4.586 0.882
C 4.966 -4.408 0.328
C 5.365 -3.096 0.060
C 4.528 -2.020 0.219
H 1.786 -3.733 1.402
H 3.285 -5.549 1.200
H 5.681 -5.222 0.451
H 6.351 -3.026 -0.282
H 5.023 -1.038 0.175
C -4.101 -2.762 1.319
C -2.942 -1.800 1.437
C -2.015 -1.934 2.589
O -2.107 -1.962 0.215
P -1.777 -0.908 -0.886
O -1.077 0.389 -0.532
C -0.837 -1.929 -1.971
P 0.481 -1.102 -2.904
O 1.421 -0.361 -2.009
O 1.154 -2.174 -3.822
C 2.648 -2.394 -4.047
C 3.144 -1.410 -5.057
C 3.499 -2.437 -2.770
O -0.422 -0.183 -3.811
C -0.110 1.036 -4.581
C 0.234 0.623 -5.974
C -1.405 1.869 -4.633
O -3.181 -0.610 -1.505
C -3.622 0.405 -2.483
C -4.432 1.535 -1.789
C -4.563 -0.327 -3.395
H -4.716 -2.498 2.170
H -3.720 -3.770 1.250
H -4.610 -2.529 0.429
H -3.391 -0.788 1.514
H -1.703 -2.966 2.641
H -2.505 -1.593 3.517
H -1.118 -1.377 2.351
H -1.494 -2.671 -2.548
H -0.159 -2.572 -1.232
H 2.715 -3.441 -4.416
H 3.294 -0.351 -4.714
H 2.352 -1.395 -5.799
H 4.101 -1.671 -5.407
H 3.449 -1.473 -2.131
H 4.454 -2.681 -3.160
H 3.244 -3.223 -2.013
H 0.731 1.540 -4.068
H -0.615 0.264 -6.534
H 1.019 -0.083 -6.094
H 0.503 1.490 -6.614
H -2.197 1.351 -5.182
H -1.187 2.776 -5.197
H -1.699 2.157 -3.648
H -2.793 0.876 -3.043
H -5.479 1.384 -1.656
H -4.382 2.485 -2.260
H -3.988 1.660 -0.802
H -5.308 -0.782 -2.749
H -4.251 -1.068 -4.138
H -5.079 0.337 -4.108
C 3.477 0.869 3.138
C 2.685 0.409 4.417
C 2.340 -1.165 4.309
C 1.367 1.191 4.741
C 1.162 1.324 6.086
C -0.028 1.820 6.494
C -0.953 2.334 5.588
C -0.774 2.264 4.261
C -1.817 2.902 3.322
C -2.047 1.911 2.207
C -1.295 4.220 2.774
C 0.430 1.624 3.767
O 0.776 1.438 2.477
H 4.422 0.404 3.243
H 3.781 1.908 3.148
H 3.081 0.692 2.149
H 3.358 0.600 5.264
H 1.976 -1.482 5.263
H 3.276 -1.745 4.119
H 1.560 -1.364 3.558
H 1.838 0.782 6.782
H -0.337 1.920 7.541
H -1.873 2.815 5.955
H -2.727 3.070 3.885
H -1.135 1.825 1.596
H -2.822 2.138 1.491
H -2.134 0.894 2.656
H -0.249 4.085 2.503
H -1.435 4.982 3.561
H -1.882 4.551 1.915
*
```

The value obtained for the HOMO-LUMO gap (alpha / beta) is 4.67 / 4.01 eV. As for the HOMO energy (alpha / beta): -0.04301 / -0.04344 Eh.


# 2
# C31H52BCaF4N5S2Si2

A molecular structure, C31H52BCaF4N5S2Si2 (wB97M-V/def2-TZVPD, the OMol25 dataset).

ORCA input file:
```
! wB97M-V def2-TZVPD RIJCOSX def2/J DEFGRID3
* xyz 0 1
Ca -1.552 -1.005 0.188
C -1.659 -2.331 3.303
C -2.159 -3.556 2.544
N -2.099 -3.407 1.078
C -3.370 -3.731 0.415
C -4.469 -2.712 0.723
N -4.038 -1.314 0.571
C -4.350 -0.438 1.710
C -3.570 -0.820 2.966
N -2.141 -1.072 2.723
H -1.965 -2.436 4.354
H -0.573 -2.294 3.286
H -1.577 -4.422 2.869
H -3.192 -3.771 2.830
H -1.383 -4.016 0.700
H -3.182 -3.763 -0.657
H -3.744 -4.720 0.714
H -5.321 -2.930 0.074
H -4.828 -2.860 1.743
H -4.446 -0.916 -0.267
H -4.093 0.578 1.411
H -5.420 -0.450 1.958
H -3.710 -0.024 3.702
H -4.011 -1.715 3.411
H -1.580 -0.323 3.118
S 1.238 -1.699 1.329
C 2.165 -0.394 1.822
N 3.380 -0.142 1.344
C 4.092 1.065 1.761
C 3.108 2.201 1.822
N 2.061 1.844 2.776
C 1.591 2.829 3.763
C 1.892 4.251 3.372
C 1.326 4.827 2.235
C 1.624 6.138 1.898
C 2.476 6.894 2.693
C 3.033 6.331 3.831
C 2.743 5.014 4.163
C 1.690 0.570 2.901
S 0.828 -0.005 4.192
C 4.014 -0.930 0.283
C 4.214 -0.073 -0.945
C 5.443 0.000 -1.586
C 5.598 0.804 -2.708
C 4.527 1.546 -3.184
C 3.299 1.486 -2.537
C 3.147 0.683 -1.419
H 4.858 1.274 1.017
H 4.571 0.904 2.730
H 2.681 2.399 0.835
H 3.600 3.105 2.172
H 2.050 2.590 4.727
H 0.519 2.672 3.877
H 0.643 4.253 1.622
H 1.180 6.575 1.013
H 2.701 7.919 2.428
H 3.693 6.913 4.461
H 3.183 4.572 5.050
H 3.359 -1.773 0.082
H 4.971 -1.308 0.651
H 6.281 -0.579 -1.213
H 6.557 0.854 -3.207
H 4.647 2.173 -4.058
H 2.457 2.058 -2.905
H 2.195 0.643 -0.902
C -1.317 0.590 -4.264
Si -2.591 -0.446 -3.333
C -3.743 -1.217 -4.620
C -3.707 0.800 -2.438
C -1.820 -1.694 -2.232
Si -0.440 -2.690 -2.892
C -0.774 -3.627 -4.501
C 0.002 -4.055 -1.645
C 1.101 -1.648 -3.188
H -1.815 1.410 -4.788
H -0.785 -0.005 -5.009
H -0.576 1.028 -3.590
H -4.259 -0.456 -5.212
H -4.507 -1.832 -4.134
H -3.195 -1.867 -5.307
H -4.060 1.537 -3.166
H -3.203 1.346 -1.639
H -4.607 0.331 -2.022
H -2.630 -2.429 -2.060
H -1.654 -4.270 -4.404
H 0.072 -4.255 -4.793
H -0.969 -2.930 -5.321
H -0.861 -4.711 -1.487
H 0.337 -3.658 -0.682
H 0.814 -4.681 -2.029
H 1.034 -1.086 -4.122
H 2.007 -2.259 -3.230
H 1.225 -0.926 -2.381
F -0.774 2.494 1.854
B -0.837 1.988 0.566
F -2.057 1.199 0.458
F -0.812 2.957 -0.399
F 0.194 1.022 0.362
*
```

Its energy above the lowest of the compared OMol25 structures with the same formula, charge and spin is 0.0 kcal/mol. The value obtained for the HOMO-LUMO gap is 6.62 eV. As for the HOMO energy: -0.26244 Eh.


# 3
# C31H52BrClN4O8

2 unconnected molecules or ions with the total composition C31H52BrClN4O8 (wB97M-V/def2-TZVPD, the OMol25 dataset).

ORCA input file:
```
! wB97M-V def2-TZVPD RIJCOSX def2/J DEFGRID3
* xyz 0 1
C 2.901 6.039 1.094
C 3.776 4.632 0.992
C 4.635 4.517 -0.432
C 4.400 2.993 -1.051
N 3.719 2.989 -2.411
C 2.245 2.552 -2.268
Cl 1.391 4.061 -1.511
O 1.574 2.333 -3.554
C 1.455 0.920 -3.916
O 1.364 0.885 -5.414
Br 3.121 -0.175 -3.496
C 0.153 0.145 -3.202
C -0.993 1.296 -3.003
C -1.493 1.999 -4.437
O -2.730 1.752 -4.926
C -0.272 -1.013 -4.332
C -1.248 -2.187 -3.745
O -0.716 -3.428 -3.576
N -2.695 -2.028 -3.316
C -3.163 -3.207 -2.478
C -3.478 -2.053 -4.638
O 0.701 -0.433 -1.972
C -0.286 -0.621 -0.908
C -0.224 0.536 0.250
C -1.573 1.445 0.416
C -2.985 0.615 0.448
C -4.171 1.750 0.767
N -4.576 1.613 2.218
C -5.623 0.514 2.249
C -5.271 -0.794 3.230
O -6.801 0.571 1.572
C 0.165 -2.039 -0.138
C 1.777 -2.137 0.144
C 2.637 -2.845 -1.078
O 2.095 -3.462 -2.133
N 4.174 -2.737 -1.011
C 4.495 -3.346 0.370
C 4.995 -2.397 1.610
C 5.264 -3.142 3.063
C 4.993 -4.775 3.167
C 4.511 -5.731 1.917
C 4.246 -4.990 0.472
H 1.744 5.751 1.124
H 3.037 6.742 0.169
H 3.097 6.632 2.098
H 4.473 4.600 1.931
H 2.981 3.759 1.088
H 4.075 5.255 -1.181
H 5.762 4.795 -0.279
H 3.866 2.288 -0.256
H 5.494 2.540 -1.178
H 3.788 3.911 -2.895
H 2.112 1.703 -1.476
H 1.936 0.096 -5.706
H -0.701 2.181 -2.294
H -1.998 0.838 -2.548
H -0.711 2.675 -5.022
H 0.753 -1.535 -4.636
H -0.797 -0.563 -5.276
H -2.441 -3.467 -1.577
H -3.280 -4.205 -3.097
H -4.229 -3.015 -1.983
H -4.413 -2.764 -4.592
H -2.736 -2.476 -5.463
H -3.784 -0.948 -4.872
H -1.390 -0.859 -1.298
H 0.680 1.268 0.108
H -0.046 0.006 1.305
H -1.698 2.312 -0.362
H -1.483 1.980 1.480
H -3.199 0.280 -0.678
H -3.015 -0.296 1.182
H -3.676 2.831 0.663
H -5.053 1.718 -0.002
H -3.695 1.265 2.704
H -5.654 -0.582 4.334
H -4.096 -0.823 3.290
H -5.738 -1.793 2.829
H -0.168 -2.960 -0.819
H -0.402 -2.109 0.887
H 2.205 -1.042 0.302
H 1.897 -2.721 1.179
H 4.605 -3.317 -1.775
H 5.136 -1.234 1.434
H 5.610 -2.472 3.966
H 5.154 -5.301 4.221
H 4.307 -6.887 1.972
H 3.881 -5.581 -0.497
C -4.057 -0.553 7.976
C -3.339 0.517 7.179
O -4.009 0.736 5.946
H -4.099 -1.490 7.411
H -3.551 -0.736 8.928
H -5.091 -0.256 8.178
H -2.313 0.207 6.960
H -3.304 1.461 7.732
H -4.916 1.018 6.152
*
```

The SMILES is CCCCN[C@@H](Cl)O[C@@](O)(Br)[C@@](CC=O)(CC(=O)N(C)C)O[C@H](CCCCNC(C)=O)CCC(=O)Nc1ccccc1.CCO. The value obtained for the HOMO-LUMO gap is 8.59 eV. As for the HOMO energy: -0.32177 Eh.


Short version: max |F| = 7.0, 0.4, 8.6 eV/A, in the order given.